Below is a structure of composition C2H6CsO2 in a non-equilibrium geometry, with properties calculated with ωB97M-V/def2-TZVPD.

XYZ file:
```
11
Properties=species:S:1:pos:R:3:forces:R:3
Cs 0.932048 -0.914923 -2.075393 3.6 -2.7 -3.0
C 0.014109 -0.312014 1.012731 -0.6 3.0 -0.8
C -0.082023 0.785294 -0.077196 -1.4 0.6 1.0
O -0.846551 0.332814 -1.230741 -1.5 2.1 1.7
O 0.773330 -1.366666 0.610034 0.9 -2.2 -0.5
H -1.006555 -0.604730 1.259054 0.2 0.2 0.7
H 0.629440 0.233615 1.728107 -0.7 -0.2 1.0
H 0.894875 1.228407 -0.270652 0.4 -0.5 -0.7
H -0.606072 1.662418 0.302443 -0.2 -0.2 0.5
H -0.929600 1.108019 -1.790887 -0.7 0.3 -0.2
H 0.226998 -2.152235 0.532500 0.1 -0.3 0.3
```
Positions in Å, forces in eV/Å.

Computed properties:
Maximum force, Eh/bohr: 0.1048
Net charge: +1
Electronic energy, eV: -6806.999
ΔE to the lowest compared entry with this formula, charge and spin, eV: 1.754
E_HOMO, eV: -14.88
LUMO energy, hartree: -0.12956

Atomic partial charges in e from the Löwdin method, atoms 1 to 2:
1 Cs 1.54
2 C -0.27



Below is a structure of composition C2H6CsO6P in a non-equilibrium geometry, with properties calculated with ωB97M-V/def2-TZVPD.

XYZ file:
```
16
Properties=species:S:1:pos:R:3:forces:R:3
Cs -1.490161 1.209398 3.263255 -0.1 -1.1 -1.4
P -1.769656 -1.530776 0.689023 -2.2 -1.1 -1.7
O -2.513221 -1.960672 -0.607608 0.4 -0.1 0.6
O -0.261537 -1.892656 0.583160 0.7 0.5 0.1
O -2.473128 -2.115913 1.950665 0.8 0.6 0.5
O -1.930190 0.053241 0.730704 1.2 1.1 1.1
C 0.875355 1.493850 -0.644556 -0.1 -0.7 0.7
C 1.732584 0.264896 -1.006950 0.3 0.3 -0.1
O 1.038267 -0.821813 -1.515315 -0.1 -0.3 0.2
O 0.297384 1.401381 0.645302 0.1 -0.3 -0.1
H 0.060610 1.566797 -1.375437 0.2 0.2 -0.2
H 1.515702 2.386617 -0.639946 0.0 0.1 -0.2
H 2.342283 -0.005110 -0.125122 -0.2 0.1 0.1
H 2.469723 0.616127 -1.764167 -0.2 -0.2 -0.1
H 0.509004 -1.309561 -0.767780 -0.1 0.3 0.1
H -0.403012 0.644196 0.584766 -0.6 0.4 0.2
```
Positions in Å, forces in eV/Å.

Computed properties:
Maximum force, Eh/bohr: 0.0579
Net charge: -2
Electronic energy, eV: -24294.026
E_HOMO, eV: 1.46
LUMO energy, hartree: 0.12157

Atomic partial charges in e from the Löwdin method, atoms 1 to 2:
1 Cs 0.91
2 P -0.13



Below is the molecule C2H6F2N2 in a non-equilibrium geometry, with properties calculated with ωB97M-V/def2-TZVPD.

XYZ file:
```
12
Properties=species:S:1:pos:R:3:forces:R:3
C -0.583304 -0.757563 -0.108138 0.0 0.2 -0.1
C 0.315795 0.400416 -0.447469 3.3 -1.7 1.0
N 0.013783 1.583294 0.283776 0.2 0.6 0.7
F -1.333460 1.959708 0.018010 0.2 -0.1 -0.3
N 1.878358 -0.101751 0.153938 -3.6 0.3 -1.3
F 2.749429 0.931897 -0.190287 0.3 0.6 0.0
H -0.755317 -0.788898 0.964501 -0.1 0.0 0.1
H -0.115546 -1.686770 -0.423177 0.0 0.0 -0.1
H -1.538968 -0.648869 -0.614068 -0.1 0.0 0.0
H 0.519246 0.511618 -1.516272 -0.1 0.1 0.1
H 0.556362 2.386322 -0.045121 -0.3 -0.3 -0.1
H 1.777018 -0.002515 1.170138 0.0 0.3 -0.1
```
Positions in Å, forces in eV/Å.

Computed properties:
Maximum force, Eh/bohr: 0.0750
SMILES: CC(NF)NF
Electronic energy, eV: -10581.896
ΔE to the lowest compared entry with this formula, charge and spin, eV: 4.254
E_HOMO, eV: -10.05
LUMO energy, hartree: 0.04081

Atomic partial charges in e from the Löwdin method, atoms 1 to 2:
1 C -0.07
2 C -0.32



Below is a structure of composition C2H6F2NO6RbS2 in a non-equilibrium geometry, with properties calculated with ωB97M-V/def2-TZVPD.

XYZ file:
```
20
Properties=species:S:1:pos:R:3:forces:R:3
Rb -1.103513 0.018976 0.957991 0.4 0.2 0.4
N 2.878149 1.518972 3.900465 -0.9 -1.1 -0.9
S 3.426627 1.103718 2.463624 1.9 0.5 -0.2
O 3.016076 1.910755 1.364803 -0.5 0.4 -0.1
O 3.480044 -0.302994 2.246305 -0.2 -0.6 -0.1
F 4.934948 1.528841 2.688108 -0.2 0.1 0.0
S 1.640239 0.540969 4.157621 -0.5 1.7 1.7
O 1.909674 -0.730750 4.704758 0.2 -0.7 0.0
O 0.576427 0.647620 3.188332 -0.2 -0.3 -0.7
F 1.046287 1.366807 5.374987 0.1 -0.1 -0.1
C -1.984231 -0.533150 -3.763592 0.0 -0.4 -0.4
C -1.654134 -0.905134 -2.342463 -0.6 -0.2 0.2
O -2.579861 -0.267383 -1.433818 0.6 0.1 -0.3
O -3.278358 -1.063768 -4.058897 0.0 0.1 0.1
H -1.237319 -0.958034 -4.438068 0.1 0.1 0.1
H -2.021722 0.547924 -3.916772 0.2 0.0 0.2
H -0.621436 -0.647267 -2.099075 -0.1 0.3 0.1
H -1.790803 -1.980814 -2.202963 0.2 -0.1 -0.3
H -3.406543 -0.213778 -1.926345 -0.2 0.0 0.2
H -3.230555 -1.581509 -4.865001 -0.1 0.0 0.0
```
Positions in Å, forces in eV/Å.

Computed properties:
Maximum force, Eh/bohr: 0.0484
Electronic energy, eV: -43706.842
E_HOMO, eV: -9.17
LUMO energy, hartree: -0.03037

Atomic partial charges in e from the Löwdin method, atoms 1 to 2:
1 Rb 1.06
2 N -0.28



Below is a structure of composition C2H6F4Hf2O2 in a non-equilibrium geometry, with properties calculated with ωB97M-V/def2-TZVPD.

XYZ file:
```
16
Properties=species:S:1:pos:R:3:forces:R:3
Hf 1.559010 -1.995429 0.451952 6.9 4.7 0.0
Hf 3.363708 1.062358 -3.033588 7.5 -8.3 6.2
F 4.143355 -1.151032 -3.129200 -2.7 5.8 -0.5
F 2.297338 -0.244230 -1.087416 -1.2 -1.0 0.0
F 3.668702 -1.416991 1.163321 -6.5 -1.9 -1.8
F 4.968137 0.816258 -1.388773 -4.6 1.6 -4.6
C -2.813228 0.182921 1.209532 0.1 -1.1 0.6
C -1.802910 0.886410 0.335135 1.5 0.1 0.5
O -0.895228 -0.093722 -0.342421 0.2 -1.7 -0.6
O -2.202161 -0.374752 2.383563 -0.7 0.8 -1.0
H -3.249660 -0.656203 0.642370 0.4 -0.6 -0.6
H -3.795002 0.608886 1.426054 0.5 1.2 0.6
H -0.949709 1.396442 0.783110 -1.3 1.0 1.2
H -2.251814 1.519683 -0.433376 -0.4 -0.2 -0.1
H -0.525994 0.433892 -1.059002 0.2 -0.2 -0.2
H -1.514541 -0.974490 2.078734 0.0 -0.2 0.2
```
Positions in Å, forces in eV/Å.

Computed properties:
Maximum force, Eh/bohr: 0.2485
Net charge: +4
Electronic energy, eV: -19686.424
E_HOMO, eV: -23.72
LUMO energy, hartree: -0.74252

Atomic partial charges in e from the Löwdin method, atoms 1 to 2:
1 Hf 2.48
2 Hf 2.54



Below is a structure of composition C2H6F6Li2NO7S2 in a non-equilibrium geometry, with properties calculated with ωB97M-V/def2-TZVPD.

XYZ file:
```
26
Properties=species:S:1:pos:R:3:forces:R:3
Li 0.124413 -0.974865 0.210776 -0.2 -0.5 0.1
Li 2.094154 0.412490 -1.213925 -0.2 0.0 0.0
C -2.296024 0.037770 -1.355992 1.3 0.7 0.6
F -2.023666 -1.259807 -1.470165 -0.4 -0.2 -0.4
F -3.265921 0.452059 -2.107549 -0.4 -0.3 -0.3
F -2.563290 0.263096 -0.074925 -0.1 0.1 -0.1
S -0.698402 0.965603 -1.902211 -0.6 -1.1 -0.4
O 0.013206 0.057994 -2.776386 0.2 0.2 0.4
O -1.138092 2.236444 -2.389618 0.8 -0.7 0.7
N 0.261235 0.878342 -0.449550 -1.6 0.4 -2.4
S 0.034760 2.309860 0.216061 -0.4 3.9 3.1
O 0.922792 3.332102 -0.275143 0.1 -1.1 -0.4
O -1.331829 2.725970 0.454550 1.1 -1.3 -0.4
C 0.753685 1.971633 1.926938 0.3 -0.4 -1.6
F 0.078937 1.028647 2.568780 -0.5 -0.3 0.4
F 2.009751 1.483102 1.745805 0.3 -0.3 0.0
F 0.849020 3.061216 2.608575 -0.3 0.6 0.5
O 0.421917 -2.511682 -1.042889 0.4 -0.5 0.4
H 0.550804 -3.250312 -0.429319 -0.2 0.0 -0.3
H 0.552809 -2.894329 -1.921887 -0.2 0.3 0.0
O -0.829252 -2.031426 1.633924 0.4 0.1 0.2
H -0.761770 -1.704933 2.544143 -0.2 0.0 -0.2
H -1.141954 -2.941885 1.719086 -0.1 0.2 -0.1
O 2.327682 -0.980961 0.308299 -0.1 -0.2 0.5
H 2.532579 -1.924770 0.240554 0.1 0.2 -0.2
H 2.522454 -0.741356 1.232067 0.2 0.2 -0.3
```
Positions in Å, forces in eV/Å.

Computed properties:
Maximum force, Eh/bohr: 0.0976
Net charge: +1
Electronic energy, eV: -56375.258
ΔE to the lowest compared entry with this formula, charge and spin, eV: 0.000
E_HOMO, eV: -13.95
LUMO energy, hartree: -0.14896

Atomic partial charges in e from the Löwdin method, atoms 1 to 2:
1 Li 0.66
2 Li 0.78



Below is the molecule C2H6FNO in a non-equilibrium geometry, with properties calculated with ωB97M-V/def2-TZVPD.

XYZ file:
```
11
Properties=species:S:1:pos:R:3:forces:R:3
N 1.540941 -0.533349 -0.120002 -2.3 -0.3 1.6
C 0.469638 0.379011 -0.450321 -1.8 -2.9 2.7
F 0.510925 1.620850 0.151532 0.6 1.0 0.9
C -1.034975 -0.203213 0.183080 3.2 0.6 1.2
O -1.985081 0.713055 -0.247561 -1.6 -0.4 -0.6
H 2.421475 -0.186550 -0.327342 1.9 0.9 -0.8
H 1.589082 -0.828462 0.881442 -0.5 0.5 -1.2
H 0.522511 0.661462 -1.468730 -0.5 -0.5 -1.3
H -1.252408 -1.313713 0.025723 -0.1 1.8 -1.0
H -0.924228 -0.243832 1.353460 0.2 0.7 -1.9
H -1.948065 1.657340 0.008576 0.9 -1.3 0.3
```
Positions in Å, forces in eV/Å.

Computed properties:
Maximum force, Eh/bohr: 0.0839
SMILES: N[C@H](F)CO
Electronic energy, eV: -8425.185
ΔE to the lowest compared entry with this formula, charge and spin, eV: 1.251
E_HOMO, eV: -10.00
LUMO energy, hartree: 0.03933

Atomic partial charges in e from the Löwdin method, atoms 1 to 2:
1 N 0.06
2 C -0.35



Below is a cluster of 2 separate species, C2H6FNO in total in a non-equilibrium geometry, with properties calculated with ωB97M-V/def2-TZVPD.

XYZ file:
```
11
Properties=species:S:1:pos:R:3:forces:R:3
C 0.489603 -0.525212 0.777975 -0.6 -4.1 4.8
C 1.028402 0.506419 -0.977897 2.3 4.6 -3.7
N -1.814176 0.179153 0.561300 -2.1 -2.9 1.5
O -0.635553 0.095681 1.311738 1.3 0.1 -0.4
F 0.760698 -0.452661 -1.874824 0.6 -0.5 0.6
H 0.371924 -1.634563 0.525863 -0.1 1.4 0.1
H 1.439506 -0.310431 1.420721 -1.9 0.0 -1.3
H 0.258121 1.271480 -1.055419 0.1 0.0 0.4
H 2.111485 0.916620 -0.846302 -1.8 -1.4 -0.5
H -2.334546 -0.765242 0.390288 1.9 2.1 0.3
H -1.675466 0.718757 -0.233444 0.4 0.8 -1.8
```
Positions in Å, forces in eV/Å.

Computed properties:
Maximum force, Eh/bohr: 0.1235
Electronic energy, eV: -8417.653
Multiplicity: 3
ΔE to the lowest compared entry with this formula, charge and spin, eV: 1.548
E_HOMO (spin up / spin down), eV: -5.20 / -9.92
LUMO energy (spin up / spin down), hartree: 0.03763 / -0.05625

Atomic partial charges in e from the Löwdin method, atoms 1 to 2:
1 C -0.14
2 C -0.16



Below is a cluster of 2 separate species, C2H6FNS in total in a non-equilibrium geometry, with properties calculated with ωB97M-V/def2-TZVPD.

XYZ file:
```
11
Properties=species:S:1:pos:R:3:forces:R:3
C 1.030448 -0.072069 -1.366470 1.9 -1.7 1.5
C 0.361101 0.816608 1.325663 2.7 2.8 1.2
N -1.770111 -0.639552 1.100568 -2.2 0.6 -2.4
F -0.202346 -0.630810 -1.484770 -1.6 -0.1 -1.3
S -1.256268 1.022313 1.119447 -0.7 -0.8 0.3
H 1.210895 0.833096 -2.000849 -0.7 -0.3 1.1
H 1.758308 -0.857316 -1.806634 -0.8 1.1 1.1
H 0.969711 -0.026161 -0.082328 1.5 0.9 -2.8
H 1.106031 1.647447 1.783450 -1.8 -2.4 -1.0
H -2.162323 -0.798191 0.101723 1.2 0.0 2.3
H -1.045445 -1.295365 1.310199 0.6 -0.2 0.0
```
Positions in Å, forces in eV/Å.

Computed properties:
Maximum force, Eh/bohr: 0.0796
Electronic energy, eV: -17207.995
Multiplicity: 3
E_HOMO (spin up / spin down), eV: -6.88 / -9.25
LUMO energy (spin up / spin down), hartree: 0.03705 / -0.05473

Atomic partial charges in e from the Löwdin method, atoms 1 to 2:
1 C -0.15
2 C -0.45



Below is a structure of composition C2H6FOSTl in a non-equilibrium geometry, with properties calculated with ωB97M-V/def2-TZVPD.

XYZ file:
```
12
Properties=species:S:1:pos:R:3:forces:R:3
Tl -1.974468 -2.220130 -3.489526 0.7 1.5 -0.3
F -0.638808 0.388580 -3.552816 -0.8 -1.7 0.7
C -0.095238 0.064430 -0.664046 1.3 -0.2 -0.7
S -0.182088 -0.837530 0.953604 2.1 2.2 0.1
O 0.967092 -1.851440 0.970234 -1.6 1.2 0.0
C 0.359172 0.654140 2.011624 -0.2 0.0 1.1
H 0.598862 0.898200 -0.558466 0.1 0.0 0.7
H -0.955368 0.520470 -1.154256 -0.6 -0.8 0.2
H 0.476032 -0.617860 -1.293516 -0.6 -0.2 -0.4
H 0.040662 1.638760 1.669304 -0.3 -0.5 -1.1
H 1.446602 0.674600 2.083474 0.0 -0.5 -0.3
H -0.042448 0.687780 3.024384 -0.1 -1.0 0.1
```
Positions in Å, forces in eV/Å.

Computed properties:
Maximum force, Eh/bohr: 0.0593
Net charge: +1
Electronic energy, eV: -22453.698
Multiplicity: 2
E_HOMO (spin up / spin down), eV: -12.50 / -12.40
LUMO energy (spin up / spin down), hartree: -0.15813 / -0.31284

Atomic partial charges in e from the Löwdin method, atoms 1 to 2:
1 Tl 0.89
2 F -0.75



Below is a cluster of 2 separate species, C2H6FP in total in a non-equilibrium geometry, with properties calculated with ωB97M-V/def2-TZVPD.

XYZ file:
```
10
Properties=species:S:1:pos:R:3:forces:R:3
C -2.127077 0.850934 0.171164 0.2 -0.2 0.4
C 0.145392 -0.827680 -0.007398 -0.6 0.2 -1.5
F -2.954710 -0.239489 -0.051460 0.9 1.7 0.3
P 1.381125 0.411629 -0.049951 -1.1 1.5 -2.0
H -1.967347 1.569483 -0.683053 -0.4 -1.2 1.0
H -2.019959 1.180063 1.255155 -0.4 -0.7 -1.7
H -0.218774 -1.284593 0.862579 -0.4 -0.6 1.1
H -0.413262 -1.067926 -0.940960 0.7 0.2 0.8
H 2.598067 -0.108490 -0.357306 1.0 -1.1 -1.0
H 1.892420 0.559555 1.162977 0.0 0.1 2.6
```
Positions in Å, forces in eV/Å.

Computed properties:
Maximum force, Eh/bohr: 0.0529
Electronic energy, eV: -14172.503
ΔE to the lowest compared entry with this formula, charge and spin, eV: 5.221
E_HOMO (spin up / spin down), eV: -8.49 / -8.09
LUMO energy (spin up / spin down), hartree: -0.00775 / 0.01536

Atomic partial charges in e from the Löwdin method, atoms 1 to 2:
1 C -0.05
2 C -0.37



Below is a cluster of 2 separate species, C2H6IN2 in total in a non-equilibrium geometry, with properties calculated with ωB97M-V/def2-TZVPD.

XYZ file:
```
11
Properties=species:S:1:pos:R:3:forces:R:3
C -1.271343 -0.770638 -0.582295 2.0 -0.7 -1.0
C 0.994371 -0.028971 -0.919663 -0.8 -1.0 -2.7
N -2.175596 -0.042384 -0.076770 -2.3 0.6 0.4
N 1.477140 0.230828 0.235781 1.3 -2.0 1.1
I -1.607696 -2.759100 -1.124730 -0.2 0.5 0.2
H 0.796464 0.859490 -1.622279 -0.1 -1.9 1.0
H 1.273888 -1.091863 -1.266838 -0.9 2.1 -0.1
H -3.186659 -0.160941 0.079729 0.4 -1.1 -0.2
H 1.379215 1.143686 0.611369 0.4 0.5 0.9
H 1.906841 -0.620456 0.688803 -0.7 2.1 0.2
H -2.012694 0.922815 0.085938 0.9 1.0 0.2
```
Positions in Å, forces in eV/Å.

Computed properties:
Maximum force, Eh/bohr: 0.0591
Net charge: +1
Electronic energy, eV: -13242.783
ΔE to the lowest compared entry with this formula, charge and spin, eV: 2.470
E_HOMO, eV: -12.79
LUMO energy, hartree: -0.13786

Atomic partial charges in e from the Löwdin method, atoms 1 to 2:
1 C -0.70
2 C -0.06